Entry 1:
Molecular formula: C2H2
Method: DFT, the ωB97M-V functional and the def2-TZVPD basis

Last column: Mulliken charge in e.
CARTESIAN COORDINATES (ANGSTROEM)
C 0.577 -0.190 -0.001  -0.30
C -0.636 -0.003 -0.003  -0.31
H 1.750 0.289 0.000  0.25
H -1.691 -0.095 0.004  0.36

Its SMILES is C#C. The value obtained for the maximum force is 4.6 eV/A. For the highest occupied orbital energy, the calculation gives -10.646 eV. For the energy above the lowest of the compared OMol25 structures with the same formula, charge and spin, the calculation gives 75.1 kJ/mol. The total energy is -77.29474 Ha. The HOMO-LUMO gap comes out at 11.95 eV. The LUMO energy comes out at 0.048 hartree.

=====

Entry 2:
Molecular formula: C2H21O9V
Method: DFT, the ωB97M-V functional and the def2-TZVPD basis

Last column: Mulliken spin population.
CARTESIAN COORDINATES (ANGSTROEM)
V 0.021 0.037 3.172  3.07
C -0.478 -0.248 -0.356  0.02
C 1.004 -0.392 0.070  -0.01
O 1.360 -0.352 1.408  -0.06
H -0.832 0.782 -0.358  -0.01
H -1.182 -0.846 0.223  -0.01
H -0.693 -0.642 -1.349  0.01
H 1.405 0.421 -0.536  0.00
H 1.339 -1.343 -0.344  -0.01
O -0.635 -0.510 -4.102  0.00
H -1.437 -1.017 -4.224  0.00
H -0.581 0.046 -4.879  0.00
O 1.531 -2.378 -2.880  0.00
H 1.188 -1.801 -3.562  0.00
H 1.186 -2.016 -2.064  0.00
O -2.328 1.689 -2.547  0.00
H -1.827 2.480 -2.741  0.00
H -1.854 0.988 -2.995  0.00
O -0.787 1.947 2.224  0.00
H -0.588 2.424 1.418  0.00
H -1.127 2.615 2.820  0.00
O 4.328 -0.041 2.078  0.00
H 4.198 -0.078 3.026  0.00
H 3.443 0.004 1.716  0.00
O 3.061 -2.770 1.777  0.00
H 2.468 -2.019 1.774  0.00
H 3.199 -2.963 2.705  0.00
O -2.947 2.339 0.284  0.00
H -2.467 1.912 -0.425  0.00
H -2.389 3.074 0.542  0.00
O -2.143 -0.505 2.660  0.00
H -2.818 -0.449 1.984  0.00
H -2.617 -0.389 3.483  0.00

Its total charge is +1. The value obtained for the maximum force is 4.5 eV/A. The expectation value of S² is 3.77. For the highest occupied orbital energy (alpha / beta), the calculation gives -12.797 / -12.815 eV. For the energy above the lowest of the compared OMol25 structures with the same formula, charge and spin, the calculation gives 0.0 kJ/mol. The total energy is -1709.61316 Ha. The HOMO-LUMO gap (alpha / beta) comes out at 7.08 / 7.08 eV. The LUMO energy (alpha / beta) comes out at -0.210 / -0.211 hartree. The spin multiplicity is 4.

=====

Entry 3:
Molecular formula: C2H22ClO9
Method: DFT, the ωB97M-V functional and the def2-TZVPD basis

Last column: Mulliken charge in e.
CARTESIAN COORDINATES (ANGSTROEM)
Cl -0.960 -0.041 1.067  -1.00
O -0.534 -5.597 0.707  -0.66
H -0.692 -4.653 0.728  0.35
H 0.338 -5.685 0.321  0.31
O -2.050 -2.015 6.217  -0.66
H -1.928 -1.801 5.292  0.34
H -1.172 -1.958 6.595  0.31
O 1.880 5.612 1.327  -0.66
H 1.287 6.123 1.879  0.32
H 1.679 4.700 1.538  0.34
O -0.804 -1.302 -5.263  -0.65
H 0.035 -0.937 -5.545  0.32
H -0.985 -0.869 -4.429  0.33
O 2.989 -1.116 4.945  -0.66
H 3.472 -1.893 4.665  0.31
H 2.493 -0.850 4.171  0.35
O -3.252 3.654 4.633  -0.66
H -4.124 3.311 4.827  0.31
H -2.914 3.079 3.947  0.35
O -4.047 3.520 -2.227  -0.66
H -3.466 3.324 -1.492  0.34
H -3.669 3.043 -2.966  0.31
O -6.789 -1.316 2.263  -0.65
H -7.537 -1.109 1.702  0.31
H -6.034 -1.285 1.676  0.34
C 4.488 -1.432 -4.047  -0.92
C 4.031 0.035 -3.824  -0.26
O 3.335 0.559 -4.933  -0.54
H 4.753 -1.911 -3.104  0.32
H 5.197 -1.637 -4.849  0.28
H 3.577 -1.901 -4.418  0.23
H 4.912 0.672 -3.746  0.25
H 3.512 0.238 -2.887  0.34
H 2.979 1.436 -4.771  0.30

Its total charge is -1. The value obtained for the maximum force is 2.1 eV/A. For the highest occupied orbital energy, the calculation gives -4.481 eV. For the energy above the lowest of the compared OMol25 structures with the same formula, charge and spin, the calculation gives 254.3 kJ/mol. The total energy is -1226.78334 Ha. The HOMO-LUMO gap comes out at 6.83 eV. The LUMO energy comes out at 0.086 hartree.

=====

Entry 4:
Molecular formula: C2H24O18Zn
Method: DFT, the ωB97M-V functional and the def2-TZVPD basis

Last column: Mulliken charge in e.
CARTESIAN COORDINATES (ANGSTROEM)
Zn -0.433 -0.182 -1.611  1.14
C 0.006 -0.313 0.626  1.84
O -0.785 -1.268 -0.094  -0.99
O 0.393 -0.532 1.805  -0.43
O 0.122 0.782 0.046  -0.76
C 1.657 -0.098 -2.772  0.81
O 0.659 0.875 -2.727  -0.92
O 1.300 -1.144 -2.124  -0.79
O 2.491 0.010 -3.730  -0.80
O -0.375 -2.837 2.633  -0.76
H -0.285 -1.901 2.593  0.48
H 0.096 -3.199 1.860  0.32
O -2.050 1.264 -1.932  -0.34
H -2.924 1.228 -2.216  0.20
H -1.796 2.063 -2.380  0.23
O -3.295 -0.602 0.871  -0.84
H -2.978 0.286 0.859  0.36
H -2.493 -1.055 0.563  0.34
O 2.701 1.912 0.342  -0.73
H 2.145 2.637 0.519  0.35
H 2.008 1.337 -0.031  0.28
O -0.637 1.976 2.436  -0.74
H -0.346 1.253 1.865  -0.13
H -1.543 2.113 2.207  0.34
O -1.277 -1.592 -2.879  -0.39
H -1.332 -2.540 -2.897  0.22
H -1.069 -1.303 -3.777  0.27
O 0.298 -3.812 -0.616  -0.65
H 0.316 -3.866 -1.526  0.26
H -0.106 -2.990 -0.467  0.19
O 2.293 -1.089 3.365  -0.76
H 2.787 -0.324 3.611  0.28
H 1.576 -0.872 2.764  0.39
O 1.264 3.200 -1.912  -0.70
H 2.163 3.142 -1.600  0.27
H 0.960 2.291 -2.082  0.40
O -1.795 -0.469 3.337  -0.77
H -2.317 -0.633 2.571  0.57
H -1.078 -0.056 2.936  0.20
O -1.136 3.838 -0.367  -0.66
H -0.648 4.537 -0.841  0.29
H -0.529 3.249 0.067  0.33
O 2.365 -1.789 0.416  -0.71
H 2.151 -1.974 -0.495  0.43
H 1.478 -1.554 0.784  0.08

Its total charge is -2. The value obtained for the maximum force is 5.0 eV/A. For the highest occupied orbital energy, the calculation gives -2.327 eV. For the energy above the lowest of the compared OMol25 structures with the same formula, charge and spin, the calculation gives 100.4 kJ/mol. The total energy is -3224.40332 Ha. The HOMO-LUMO gap comes out at 6.19 eV. The LUMO energy comes out at 0.142 hartree.